Entry 1:
115
Properties=species:S:1:pos:R:3:mulliken_charge:R:1 method="wB97M-V/def2-TZVPD" total_charge=+1 e_tot_ha=-2598.69985
C 7.258 0.996 -3.878 -0.489
C 6.979 -0.244 -4.422 -0.523
C 6.511 -1.372 -3.614 0.766
O 6.648 -1.349 -2.390 -0.575
O 6.011 -2.424 -4.298 -0.333
C 5.534 -3.491 -3.469 -0.608
C 4.664 -4.427 -4.308 -0.699
C 3.371 -3.690 -4.628 -0.002
C 2.270 -4.514 -5.322 -1.548
C 0.885 -3.949 -4.965 -0.527
C 0.474 -2.760 -5.876 -1.187
C 0.071 -1.469 -5.159 0.549
O 0.183 -0.368 -6.009 -0.229
C -0.392 -0.500 -7.311 -0.269
C -0.926 0.883 -7.768 -0.685
C -0.317 2.056 -6.996 -1.014
C 0.984 -1.136 -3.969 -1.153
C 0.411 -1.444 -2.581 -0.855
C -1.037 -0.844 -2.338 -0.221
B -1.814 -1.898 -1.432 0.188
O -1.136 -2.345 -0.291 -0.421
N -3.150 -2.425 -1.713 -0.091
C -3.192 -3.902 -1.823 -1.071
C -4.055 -1.922 -0.665 -1.263
C -1.668 -0.493 -3.687 0.540
C -3.149 -0.109 -3.682 -1.718
N -1.343 -1.590 -4.638 0.191
H 6.491 1.709 -3.586 0.270
H 8.285 1.340 -3.773 0.252
H 7.165 -0.365 -5.489 0.384
H 6.324 -4.001 -2.925 0.488
H 4.868 -3.040 -2.731 0.295
H 4.485 -5.287 -3.665 0.425
H 5.209 -4.706 -5.209 0.323
H 2.959 -3.372 -3.666 0.092
H 3.582 -2.787 -5.203 0.371
H 2.428 -4.446 -6.399 0.407
H 2.314 -5.565 -5.046 0.509
H 0.827 -3.746 -3.898 0.251
H 0.180 -4.763 -5.151 0.539
H 1.322 -2.519 -6.513 0.661
H -0.299 -3.131 -6.550 0.371
H 0.371 -0.789 -8.032 0.354
H -1.240 -1.185 -7.337 0.275
H -2.002 0.910 -7.578 0.249
H -0.801 1.005 -8.841 0.444
H -0.631 3.005 -7.423 0.439
H -0.608 2.050 -5.950 0.174
H 0.768 1.979 -7.052 0.257
H 1.955 -1.602 -4.092 -0.193
H 1.156 -0.061 -4.005 0.592
H 0.408 -2.506 -2.336 0.218
H 1.052 -0.973 -1.840 0.142
H -0.896 0.070 -1.757 0.547
H -0.625 -3.139 -0.458 0.340
H -2.260 -4.379 -1.521 0.319
H -4.018 -4.279 -1.224 0.408
H -3.457 -4.164 -2.850 0.295
H -5.076 -1.838 -1.035 0.340
H -3.773 -0.911 -0.356 0.386
H -4.031 -2.540 0.234 0.438
H -1.135 0.383 -4.056 0.202
H -3.358 0.490 -4.569 0.559
H -3.361 0.447 -2.777 0.328
H -3.754 -1.010 -3.738 0.390
H -1.403 -2.517 -4.208 0.436
H -2.035 -1.596 -5.391 0.680
C 1.389 3.167 5.871 -0.589
C 0.261 3.610 5.187 -0.481
C 0.160 3.422 3.820 -0.633
C 1.192 2.801 3.127 0.319
C 2.335 2.376 3.811 0.198
C 2.424 2.553 5.186 -0.559
C 3.473 1.748 3.084 0.535
O 4.462 1.373 3.674 -0.645
C 3.367 1.598 1.603 0.368
C 4.437 1.064 0.894 -0.963
C 4.349 0.906 -0.479 -0.342
C 3.184 1.276 -1.147 -0.403
C 2.117 1.812 -0.444 -0.778
C 2.208 1.983 0.930 0.146
C 1.061 2.590 1.661 0.567
O 0.048 2.905 1.069 -0.692
H 1.461 3.307 6.942 0.448
H -0.541 4.099 5.724 0.466
H -0.717 3.760 3.286 0.489
H 3.303 2.213 5.715 0.493
H 5.338 0.777 1.419 0.486
H 5.186 0.493 -1.030 0.450
H 3.113 1.146 -2.221 0.553
H 1.215 2.104 -0.966 0.551
C -7.046 3.833 11.210 -0.475
C -5.942 4.202 11.972 -0.481
C -4.663 3.910 11.529 -0.553
C -4.482 3.239 10.327 0.236
C -5.592 2.850 9.572 0.160
C -6.872 3.159 10.014 -0.567
C -5.423 2.089 8.304 0.592
O -6.384 1.754 7.643 -0.661
C -4.041 1.741 7.868 0.216
C -3.862 0.985 6.716 -0.589
C -2.584 0.665 6.291 -0.628
C -1.478 1.107 7.009 -0.365
C -1.651 1.856 8.160 -0.706
C -2.931 2.169 8.598 0.266
C -3.099 2.949 9.857 0.534
O -2.133 3.332 10.482 -0.655
H -8.044 4.070 11.554 0.404
H -6.082 4.719 12.912 0.402
H -3.803 4.200 12.117 0.473
H -7.728 2.867 9.421 0.471
H -4.724 0.646 6.158 0.478
H -2.447 0.072 5.396 0.443
H -0.480 0.861 6.671 0.529
H -0.793 2.198 8.724 0.477

---

Entry 2:
116
Properties=species:S:1:pos:R:3:mulliken_charge:R:1 method="wB97M-V/def2-TZVPD" total_charge=+1 e_tot_ha=-4611.31409 de_lowest_kj_mol=146.1
Pt 0.156 0.175 -0.124 0.232
C 5.599 3.178 -0.361 -1.052
C 5.558 1.797 0.302 -1.318
C 4.184 1.431 0.751 0.590
C 3.629 1.585 1.984 0.609
C 4.280 2.086 3.223 -1.319
C 4.844 0.910 4.029 -1.198
C 2.255 1.108 1.895 -0.117
C 1.355 1.138 2.931 -1.227
C 0.009 0.717 2.876 0.280
C -0.874 0.686 3.993 1.254
C -0.521 1.065 5.388 -1.130
C -0.528 2.579 5.623 -1.056
C -2.077 0.182 3.521 0.732
C -1.893 -0.062 2.125 -0.403
C -2.873 -0.584 1.267 -1.123
C -2.723 -0.827 -0.081 -0.967
N -1.598 -0.591 -0.812 0.305
C -1.885 -0.908 -2.109 0.914
C -1.015 -0.829 -3.166 -1.533
C 0.337 -0.428 -3.095 -0.322
N 0.973 -0.024 -1.963 0.628
C 2.271 0.245 -2.321 0.301
C 3.286 0.664 -1.451 -1.164
C 3.144 0.880 -0.098 -0.322
N 2.005 0.665 0.626 0.534
C 2.461 0.007 -3.713 0.937
C 1.239 -0.427 -4.202 1.102
C 0.919 -0.856 -5.590 -1.235
C 0.303 0.264 -6.435 -1.099
C 3.746 0.161 -4.449 -1.172
C 4.017 1.613 -4.854 -1.022
C -3.260 -1.379 -2.204 0.579
C -3.772 -1.349 -0.946 0.507
C -5.136 -1.723 -0.476 -1.251
C -6.060 -0.504 -0.408 -1.055
C -3.922 -1.773 -3.478 -0.961
C -4.335 -0.548 -4.301 -1.122
N -0.620 0.256 1.755 0.721
C -3.331 -0.053 4.287 -1.332
C -4.278 1.148 4.190 -0.934
H 6.611 3.395 -0.691 0.447
H 5.289 3.948 0.339 0.291
H 4.935 3.220 -1.221 0.175
H 6.223 1.799 1.165 0.475
H 5.931 1.046 -0.398 0.466
H 3.560 2.641 3.828 0.427
H 5.089 2.768 2.957 0.456
H 4.049 0.222 4.302 0.286
H 5.327 1.265 4.935 0.421
H 5.579 0.370 3.438 0.335
H 1.699 1.509 3.882 0.420
H 0.471 0.674 5.629 0.421
H -1.233 0.610 6.079 0.386
H 0.130 3.090 4.924 0.244
H -0.192 2.783 6.636 0.417
H -1.529 2.985 5.502 0.269
H -3.838 -0.783 1.704 0.405
H -1.386 -1.096 -4.141 0.571
H 4.248 0.881 -1.887 0.433
H 0.230 -1.703 -5.565 0.400
H 1.838 -1.191 -6.075 0.406
H -0.596 0.657 -5.969 0.268
H 0.048 -0.124 -7.418 0.410
H 1.006 1.083 -6.558 0.266
H 3.717 -0.458 -5.348 0.346
H 4.567 -0.201 -3.822 0.425
H 3.253 1.964 -5.542 0.274
H 4.982 1.677 -5.346 0.399
H 4.020 2.269 -3.986 0.214
H -5.070 -2.189 0.510 0.429
H -5.565 -2.461 -1.156 0.570
H -5.613 0.286 0.187 0.164
H -7.010 -0.784 0.037 0.463
H -6.243 -0.112 -1.404 0.252
H -4.812 -2.363 -3.256 0.468
H -3.246 -2.396 -4.070 0.339
H -5.061 0.049 -3.756 0.244
H -4.786 -0.869 -5.236 0.458
H -3.477 0.084 -4.520 0.243
H -3.087 -0.236 5.335 0.467
H -3.838 -0.945 3.914 0.413
H -3.817 2.028 4.630 0.224
H -5.203 0.937 4.721 0.431
H -4.515 1.372 3.154 0.155
Cl -3.150 1.846 -1.083 -0.122
C -2.003 2.649 -0.091 0.719
C -0.638 2.449 -0.262 -1.082
C 0.205 3.392 0.316 0.655
Cl 1.848 3.514 -0.169 -0.073
C -0.263 4.352 1.216 0.024
Cl 0.818 5.444 1.981 -0.150
C -1.626 4.427 1.493 0.043
Cl -2.224 5.576 2.616 -0.171
C -2.505 3.607 0.793 0.158
Cl -4.198 3.787 1.011 -0.119
C 1.304 -3.217 -0.497 -0.473
C 1.536 -4.735 -0.204 -0.920
N 0.445 -5.224 0.603 -0.162
C -0.803 -5.079 -0.102 -0.887
C -1.041 -3.559 -0.370 -0.678
N 0.075 -2.800 0.155 1.012
C 0.177 -3.004 1.588 -0.523
C 0.390 -4.528 1.865 -0.833
H 1.214 -3.037 -1.570 0.445
H 2.125 -2.612 -0.111 0.211
H 2.471 -4.889 0.338 0.321
H 1.568 -5.311 -1.130 0.297
H -1.604 -5.496 0.507 0.325
H -0.755 -5.643 -1.035 0.309
H -1.956 -3.218 0.116 0.232
H -1.125 -3.363 -1.440 0.367
H -0.741 -2.652 2.059 0.307
H 1.013 -2.415 1.967 0.283
H -0.432 -4.933 2.456 0.323
H 1.324 -4.699 2.407 0.298

---

Entry 3:
118
Properties=species:S:1:pos:R:3:mulliken_charge:R:1 method="wB97M-V/def2-TZVPD" total_charge=+1 e_tot_ha=-5985.40802
Au -0.381 0.826 -0.560 1.831
C -3.361 2.850 -0.395 -0.239
C -2.171 3.676 -0.907 -1.730
P -0.613 3.102 -0.188 1.039
C -0.547 3.701 1.513 0.912
C -1.201 4.891 1.832 -0.654
C -1.136 5.396 3.122 -0.886
C -0.411 4.725 4.095 -0.708
C 0.259 3.552 3.777 -0.727
C 0.188 3.040 2.493 -0.420
C 0.700 3.941 -1.096 0.711
C 1.748 4.559 -0.418 -0.665
C 2.785 5.140 -1.133 -0.812
C 2.782 5.105 -2.520 -0.616
C 1.737 4.491 -3.200 -0.723
C 0.700 3.908 -2.492 -0.570
C -3.702 1.760 -1.408 -1.681
P -2.507 0.367 -1.475 2.765
C -2.222 0.111 -3.242 0.055
C -3.207 -0.517 -4.003 -0.942
C -3.056 -0.626 -5.377 -0.833
C -1.929 -0.110 -5.999 -0.735
C -0.948 0.520 -5.245 -0.808
C -1.096 0.631 -3.872 0.326
C -3.346 -1.085 -0.847 0.808
C -4.340 -0.949 0.123 -0.388
C -5.030 -2.064 0.558 -0.827
C -4.731 -3.314 0.032 -0.616
C -3.735 -3.452 -0.924 -0.998
C -3.032 -2.342 -1.361 -0.796
H -4.227 3.495 -0.248 0.628
H -3.130 2.405 0.580 -0.125
H -2.275 4.742 -0.708 0.769
H -2.073 3.578 -1.990 0.699
H -1.766 5.441 1.092 0.353
H -1.656 6.312 3.365 0.452
H -0.371 5.114 5.103 0.424
H 0.817 3.018 4.534 0.463
H 0.670 2.105 2.269 0.580
H 1.753 4.591 0.664 0.511
H 3.596 5.622 -0.604 0.474
H 3.590 5.563 -3.074 0.424
H 1.730 4.470 -4.281 0.488
H -0.102 3.420 -3.034 0.184
H -3.702 2.184 -2.414 0.869
H -4.693 1.336 -1.248 0.700
H -4.086 -0.931 -3.527 0.542
H -3.821 -1.120 -5.961 0.487
H -1.811 -0.205 -7.070 0.437
H -0.061 0.911 -5.726 0.448
H -0.313 1.100 -3.286 -0.317
H -4.549 0.015 0.569 0.219
H -5.793 -1.960 1.318 0.464
H -5.273 -4.185 0.376 0.424
H -3.494 -4.426 -1.325 0.459
H -2.246 -2.454 -2.094 0.358
Se -1.679 0.328 2.024 -0.437
C -1.621 0.108 3.922 0.545
C -2.577 0.761 4.704 -0.710
C -2.560 0.647 6.084 -0.731
C -1.583 -0.109 6.717 -0.602
C -0.627 -0.759 5.950 -0.839
C -0.647 -0.652 4.566 0.332
H -3.336 1.362 4.219 0.424
H -3.316 1.156 6.670 0.408
H -1.571 -0.196 7.796 0.391
H 0.139 -1.363 6.419 0.506
H 0.080 -1.203 3.988 -0.074
C 1.559 -2.637 -4.955 -1.746
C 2.064 -2.260 -3.571 2.000
C 3.301 -3.059 -3.190 -1.695
C 2.325 -0.763 -3.486 -1.249
O 0.976 -2.643 -2.685 -0.520
P 0.793 -2.207 -1.169 -0.287
O 2.036 -1.824 -0.469 -0.763
O -0.303 -1.097 -1.257 0.994
O 0.023 -3.462 -0.608 -0.660
C 0.441 -4.311 0.512 2.215
C 0.578 -3.460 1.761 -1.559
C 1.737 -5.012 0.138 -1.799
C -0.699 -5.302 0.668 -1.920
H 2.318 -2.415 -5.706 0.395
H 0.653 -2.077 -5.191 0.265
H 1.330 -3.701 -4.995 0.392
H 4.111 -2.853 -3.892 0.499
H 3.080 -4.127 -3.223 0.359
H 3.628 -2.794 -2.186 0.162
H 3.072 -0.482 -4.231 0.697
H 2.700 -0.499 -2.499 0.214
H 1.406 -0.209 -3.694 -0.155
H 1.464 -2.828 1.708 0.152
H 0.656 -4.106 2.639 0.670
H -0.308 -2.832 1.868 0.231
H 2.531 -4.283 -0.023 0.275
H 1.602 -5.603 -0.769 0.387
H 2.041 -5.682 0.944 0.484
H -1.618 -4.779 0.927 0.361
H -0.465 -6.011 1.463 0.449
H -0.851 -5.856 -0.258 0.427
O 2.770 -2.879 4.705 -0.475
C 3.303 -1.580 4.785 -0.829
N 2.963 -0.792 3.616 0.208
C 3.899 -0.366 2.737 0.314
O 5.096 -0.494 2.907 -0.720
C 3.401 0.308 1.482 0.707
C 4.350 0.888 0.652 -0.749
C 3.950 1.481 -0.532 -1.387
C 2.607 1.498 -0.843 -0.553
N 1.692 0.955 -0.037 1.192
C 2.075 0.342 1.089 -0.541
H 3.306 -3.400 4.098 0.331
H 4.389 -1.578 4.863 0.482
H 2.867 -1.124 5.670 0.321
H 1.981 -0.716 3.404 -0.230
H 5.389 0.839 0.949 0.579
H 4.662 1.922 -1.214 0.658
H 2.246 1.943 -1.761 0.548
H 1.262 -0.128 1.637 0.163

---

Entry 4:
112
Properties=species:S:1:pos:R:3:mulliken_charge:R:1 method="wB97M-V/def2-TZVPD" total_charge=0 e_tot_ha=-3588.50382 de_lowest_kj_mol=0.0
Sc 0.569 -0.081 -0.539 -1.064
C 1.747 -2.009 0.939 -1.176
C 2.062 -0.982 1.867 1.379
C 0.810 -0.454 2.329 1.768
C -0.211 -1.164 1.634 -1.470
C 0.353 -2.209 0.858 0.582
C -0.266 -3.617 0.786 1.691
C -1.775 -3.603 1.032 -1.483
C 0.368 -4.394 1.958 -1.544
C 0.008 -4.394 -0.498 -1.736
C 0.436 0.357 3.579 2.424
C -1.081 0.513 3.693 -2.798
C 0.884 -0.441 4.815 -1.762
C 0.987 1.788 3.639 -1.684
C 3.538 -0.893 2.308 1.498
C 3.856 -2.178 3.095 -1.664
C 4.449 -0.845 1.069 -1.597
C 3.966 0.286 3.190 -1.758
H 2.476 -2.682 0.508 0.555
H -1.259 -1.117 1.881 0.354
H -2.019 -3.145 1.993 0.349
H -2.144 -4.630 1.049 0.492
H -2.308 -3.076 0.245 -0.004
H 0.257 -3.836 2.892 0.173
H 1.434 -4.558 1.789 0.278
H -0.115 -5.368 2.073 0.452
H -0.517 -3.961 -1.347 0.120
H -0.335 -5.425 -0.375 0.579
H 1.076 -4.427 -0.727 0.226
H -1.588 -0.447 3.798 0.394
H -1.484 1.036 2.827 0.400
H -1.313 1.105 4.581 0.622
H 0.389 -1.415 4.832 0.237
H 0.614 0.101 5.725 0.454
H 1.956 -0.617 4.832 0.275
H 0.631 2.364 2.782 0.076
H 2.070 1.824 3.668 0.117
H 0.615 2.277 4.544 0.660
H 3.623 -3.068 2.508 0.209
H 3.275 -2.230 4.019 0.285
H 4.917 -2.206 3.355 0.480
H 4.369 -1.743 0.456 0.301
H 5.492 -0.753 1.383 0.538
H 4.204 0.011 0.439 0.177
H 3.455 0.310 4.148 0.211
H 3.831 1.243 2.695 0.219
H 5.033 0.181 3.400 0.589
C -4.668 -0.701 2.281 -1.296
C -4.233 0.737 2.337 0.688
C -4.441 1.518 3.471 -0.682
C -4.016 2.834 3.468 -0.650
C -3.422 3.344 2.324 -0.702
C -3.262 2.503 1.226 0.122
N -3.651 1.229 1.241 0.169
Sb -2.720 3.418 -0.657 0.706
C -0.541 3.545 -0.699 -0.222
C -0.187 4.738 -1.320 -0.776
C 1.108 5.216 -1.217 -1.044
C 1.987 4.516 -0.425 -0.864
C 1.589 3.316 0.157 0.020
C 2.564 2.621 1.049 -1.250
N 0.360 2.792 -0.023 1.047
C -3.290 1.804 -1.953 -0.052
C -4.130 2.161 -3.001 -0.900
C -4.698 1.155 -3.770 -0.718
C -4.415 -0.154 -3.447 -0.769
C -3.534 -0.430 -2.402 0.311
C -3.207 -1.843 -2.039 -0.424
N -2.964 0.538 -1.678 0.778
H -4.430 -1.227 3.207 0.388
H -4.174 -1.193 1.443 -0.024
H -5.748 -0.767 2.130 0.454
H -4.930 1.093 4.339 0.466
H -4.158 3.459 4.340 0.418
H -3.093 4.375 2.277 0.467
H -0.937 5.298 -1.864 0.475
H 1.407 6.134 -1.708 0.400
H 2.992 4.877 -0.249 0.530
H 2.614 3.159 1.997 0.900
H 3.562 2.622 0.611 0.709
H 2.261 1.598 1.248 -0.240
H -4.338 3.205 -3.199 0.450
H -5.359 1.395 -4.594 0.393
H -4.858 -0.971 -4.003 0.538
H -3.038 -2.453 -2.926 0.454
H -4.028 -2.287 -1.469 0.599
H -2.308 -1.844 -1.435 -0.866
F -0.371 -2.678 -6.314 -0.442
C -0.226 -2.131 -5.084 -0.052
C -0.786 -0.895 -4.831 -1.055
C -0.629 -0.348 -3.566 0.049
C 0.044 -1.004 -2.522 2.059
C 0.626 -2.227 -2.869 -0.857
C 0.499 -2.807 -4.128 -0.955
H -1.315 -0.368 -5.615 0.497
H -1.039 0.646 -3.412 0.437
H 1.240 -2.750 -2.148 0.833
H 0.967 -3.754 -4.367 0.459
Cl 3.800 -1.268 -3.560 -0.253
C 2.826 0.097 -4.051 0.944
C 2.635 0.288 -5.410 -0.666
C 1.922 1.387 -5.863 -0.563
C 1.422 2.292 -4.937 -0.822
C 1.620 2.082 -3.584 0.244
C 2.307 0.967 -3.084 -0.408
C 2.481 0.784 -1.622 -1.229
H 3.054 -0.426 -6.107 0.429
H 1.768 1.534 -6.924 0.386
H 0.873 3.165 -5.270 0.389
H 1.221 2.794 -2.869 0.309
H 2.746 1.752 -1.219 0.128
H 3.318 0.110 -1.439 0.709